{"formula": "C4H9N2O", "method": "ωB97M-V/def2-TZVPD", "gap_ev": 7.46, "e_homo_ev": -14.6, "energy_ha": -342.217996, "total_charge": 1, "symbols": ["C", "C", "C", "N", "C", "N", "H", "H", "H", "H", "H", "H", "H", "H", "H", "O"], "coordinates": [[0.33, -2.03, 0.22], [-0.29, -0.66, 0.23], [-1.16, -0.05, 1.16], [-1.58, 1.17, 0.78], [-0.79, 1.39, -0.44], [-0.04, 0.22, -0.72], [0.35, -2.45, -0.78], [1.29, -1.47, 0.33], [0.19, -2.68, 1.07], [-1.44, -0.38, 2.16], [-2.58, 1.13, 0.56], [-0.06, 2.17, -0.18], [1.75, 0.30, -0.82], [3.35, 0.58, -0.73], [-1.38, 1.75, -1.28], [2.64, -0.04, -0.94]]}